*1*
{
  "formula": "C20H60O20",
  "method": "the ωB97M-V functional and the def2-TZVPD basis",
  "orbital_gap_ev": 9.6,
  "e_homo_ev": -9.45,
  "total_charge": 0,
  "smiles": "OCCO.OCCO.OCCO.OCCO.OCCO.OCCO.OCCO.OCCO.OCCO.OCCO",
  "lumo_energy_ev": 0.1301,
  "elements": ["C", "C", "O", "O", "H", "H", "H", "H", "H", "H", "C", "C", "O", "O", "H", "H", "H", "H", "H", "H", "C", "C", "O", "O", "H", "H", "H", "H", "H", "H", "C", "C", "O", "O", "H", "H", "H", "H", "H", "H", "C", "C", "O", "O", "H", "H", "H", "H", "H", "H", "C", "C", "O", "O", "H", "H", "H", "H", "H", "H", "C", "C", "O", "O", "H", "H", "H", "H", "H", "H", "C", "C", "O", "O", "H", "H", "H", "H", "H", "H", "C", "C", "O", "O", "H", "H", "H", "H", "H", "H", "C", "C", "O", "O", "H", "H", "H", "H", "H", "H"],
  "positions_angstrom": [[58.9990, 11.0710, 11.6060], [57.8880, 12.1350, 11.2210], [56.5850, 11.8180, 11.3980], [60.2960, 11.3350, 11.3280], [58.5940, 10.0630, 11.2910], [59.0850, 10.9800, 12.7040], [58.0720, 12.2280, 10.2490], [58.1320, 13.1510, 11.7100], [55.9780, 12.5140, 11.1120], [60.8170, 10.5620, 11.4600], [60.6270, 16.3410, 10.2410], [60.5150, 14.9370, 10.8570], [60.5890, 13.7630, 9.9940], [60.4560, 17.2730, 11.2450], [60.0790, 16.2680, 9.3190], [61.5990, 16.4160, 9.7650], [59.5040, 14.8780, 11.5280], [61.4230, 14.6210, 11.2620], [60.2110, 13.1130, 10.5160], [61.3090, 17.3250, 11.8000], [57.2270, 11.6050, 18.0620], [58.4190, 12.3460, 17.6500], [58.3960, 12.6230, 16.2290], [57.1510, 11.1170, 19.3490], [56.9410, 10.7150, 17.4270], [56.1200, 12.1180, 17.9420], [59.4390, 11.9450, 17.8990], [58.4910, 13.3790, 18.3050], [57.6050, 13.3370, 16.0100], [56.5810, 10.3550, 19.0300], [56.1470, 19.9350, 11.1690], [57.0420, 18.9420, 10.3240], [57.5450, 18.0270, 11.2230], [55.3770, 20.8500, 10.4380], [56.6050, 20.4270, 11.7800], [55.3070, 19.3850, 11.5090], [57.7450, 19.2750, 9.5830], [56.5480, 18.5490, 9.6280], [58.4640, 18.0270, 11.2720], [55.1090, 21.7350, 11.0320], [61.1790, 14.8930, 16.0360], [60.0710, 15.5370, 15.0480], [59.9760, 16.9290, 15.2520], [61.2250, 13.4810, 15.8210], [60.8570, 15.0280, 17.0030], [62.0560, 15.3450, 16.1260], [59.1090, 14.9970, 15.1360], [60.4250, 15.4740, 14.0480], [59.2380, 17.0730, 16.0290], [60.4860, 13.0770, 15.9730], [55.7170, 14.4990, 13.9530], [56.4610, 15.8110, 13.2990], [55.9330, 16.0060, 11.9830], [56.1470, 14.2480, 15.1870], [55.6690, 13.6260, 13.3000], [54.7420, 14.7380, 14.2620], [57.4860, 15.8260, 13.5130], [55.9990, 16.6250, 13.8580], [56.2230, 16.8350, 11.8510], [55.3690, 14.3440, 15.6220], [51.6570, 12.1140, 11.3810], [52.3680, 11.9520, 12.7210], [52.4080, 13.0940, 13.3560], [51.7430, 10.8530, 10.6580], [52.0940, 12.9980, 10.9110], [50.5550, 12.4260, 11.4290], [53.4540, 11.5330, 12.5960], [51.7800, 11.2880, 13.1930], [51.4710, 13.3270, 13.5730], [51.0920, 10.8810, 9.9000], [53.5690, 10.6660, 17.0770], [53.2790, 12.0240, 16.6260], [53.9880, 12.2090, 15.3030], [52.8530, 10.4130, 18.1430], [54.6400, 10.4240, 17.3080], [53.2610, 9.9390, 16.1520], [53.4240, 12.8650, 17.3350], [52.1780, 11.8780, 16.4790], [53.5030, 12.5680, 14.6760], [53.1870, 9.4640, 18.2460], [56.3220, 14.9800, 8.6230], [55.0380, 14.4150, 9.0170], [54.9940, 13.9730, 10.3470], [56.1960, 14.9920, 7.2130], [57.1350, 14.3630, 8.8570], [56.2240, 16.0770, 9.0270], [54.8620, 13.4030, 8.4800], [54.1340, 15.0290, 8.9600], [54.9170, 14.6760, 10.8960], [57.0450, 15.2200, 6.9680], [54.3880, 16.8760, 17.9640], [53.6930, 18.1670, 18.5160], [54.4460, 18.8580, 19.4040], [53.8280, 16.6680, 16.7200], [54.2120, 16.0220, 18.7480], [55.4140, 16.7100, 17.9420], [52.6680, 18.0820, 19.0150], [53.5430, 18.9400, 17.7200], [54.6470, 18.2090, 20.0490], [54.0030, 17.4380, 16.1660]]
}

=====

*2*
{
  "formula": "C20H60O20",
  "method": "the ωB97M-V functional and the def2-TZVPD basis",
  "orbital_gap_ev": 8.9,
  "e_homo_ev": -9.18,
  "total_charge": 0,
  "smiles": "OCCO.OCCO.OCCO.OCCO.OCCO.OCCO.OCCO.OCCO.OCCO.OCCO",
  "lumo_energy_ev": -0.2315,
  "elements": ["C", "C", "O", "O", "H", "H", "H", "H", "H", "H", "C", "C", "O", "O", "H", "H", "H", "H", "H", "H", "C", "C", "O", "O", "H", "H", "H", "H", "H", "H", "C", "C", "O", "O", "H", "H", "H", "H", "H", "H", "C", "C", "O", "O", "H", "H", "H", "H", "H", "H", "C", "C", "O", "O", "H", "H", "H", "H", "H", "H", "C", "C", "O", "O", "H", "H", "H", "H", "H", "H", "C", "C", "O", "O", "H", "H", "H", "H", "H", "H", "C", "C", "O", "O", "H", "H", "H", "H", "H", "H", "C", "C", "O", "O", "H", "H", "H", "H", "H", "H"],
  "positions_angstrom": [[2.6904, -0.6277, -3.2214], [2.6636, 0.4809, -2.1663], [2.8702, -0.0213, -0.8724], [3.9711, -1.2467, -3.2771], [2.4045, -0.1822, -4.1771], [1.9591, -1.3958, -2.9701], [1.7427, 1.0603, -2.3274], [3.4969, 1.1753, -2.3504], [2.7848, 0.6662, -0.1992], [4.5402, -0.6525, -3.7757], [0.8457, 4.0292, 4.4814], [1.4883, 2.6474, 4.4196], [2.8895, 2.7424, 4.7241], [1.3813, 4.9477, 3.5377], [0.7959, 4.3574, 5.5240], [-0.2048, 3.9430, 4.1897], [1.4348, 2.3370, 3.3710], [0.9676, 1.9157, 5.0299], [3.1735, 3.6546, 4.7347], [2.2171, 5.3097, 3.8478], [-0.9457, -2.7132, 2.6030], [0.0841, -1.6526, 2.8907], [1.1811, -2.1661, 3.6544], [-1.8123, -2.8145, 3.7399], [-0.4396, -3.6428, 2.3290], [-1.6217, -2.4276, 1.7886], [-0.3770, -0.7966, 3.3944], [0.4572, -1.2535, 1.9394], [1.8200, -1.4461, 3.6477], [-2.2256, -3.6799, 3.7881], [-3.2278, 1.7463, 5.2716], [-3.0767, 0.7782, 4.1234], [-2.1346, 1.2397, 3.1741], [-3.7150, 2.9877, 4.8073], [-2.2113, 1.8477, 5.6833], [-3.8038, 1.3325, 6.1041], [-4.0725, 0.6612, 3.6692], [-2.7785, -0.2087, 4.4746], [-2.3900, 2.1520, 2.9788], [-3.5533, 3.6724, 5.4588], [4.3906, 3.3349, 1.0094], [4.5964, 4.7859, 0.6556], [5.2430, 4.9330, -0.6127], [3.3706, 2.6814, 0.2660], [4.1215, 3.2607, 2.0673], [5.3425, 2.8371, 0.8266], [5.2337, 5.3093, 1.3794], [3.6302, 5.3172, 0.6020], [5.6243, 5.8106, -0.6608], [2.6026, 3.2712, 0.3121], [-4.2773, -3.8618, -2.4629], [-4.0350, -5.0546, -3.4066], [-4.1955, -4.5966, -4.7508], [-3.2740, -2.8640, -2.5478], [-4.2828, -4.2905, -1.4497], [-5.2624, -3.4741, -2.7044], [-4.7315, -5.8842, -3.2881], [-3.0218, -5.4604, -3.3129], [-3.3939, -4.1160, -4.9841], [-2.5174, -3.2304, -2.0270], [-0.8445, -2.2752, -5.7696], [-0.7299, -1.3079, -4.5897], [-1.9564, -0.8737, -4.0538], [-0.9954, -3.6160, -5.3518], [0.1006, -2.2192, -6.3280], [-1.6526, -1.9225, -6.4120], [-0.1842, -0.4238, -4.9381], [-0.0516, -1.7666, -3.8552], [-2.4244, -1.6451, -3.6544], [-0.1496, -4.0216, -5.1628], [-0.6663, -4.9010, -0.5305], [-0.3332, -6.1965, -1.2725], [0.8837, -6.1216, -1.9544], [-0.9980, -3.8638, -1.4447], [0.1989, -4.6268, 0.0815], [-1.5489, -5.0363, 0.1058], [-1.1898, -6.4183, -1.9121], [-0.3962, -7.0077, -0.5290], [1.5852, -5.9336, -1.3238], [-0.4557, -3.0907, -1.1979], [0.1439, 3.8535, -1.3036], [0.4838, 4.7949, -0.1497], [0.7582, 4.0153, 1.0104], [0.0038, 4.6263, -2.5022], [-0.7715, 3.2702, -1.1517], [0.9163, 3.1209, -1.5418], [-0.3617, 5.4641, 0.0393], [1.3522, 5.3667, -0.4925], [0.8798, 4.6052, 1.7750], [-0.6777, 5.2877, -2.3341], [-0.8959, -0.2807, -0.9335], [-0.8765, 0.5148, 0.3521], [0.4109, 1.0491, 0.5277], [0.0196, -1.3807, -0.8231], [-0.6615, 0.2362, -1.8712], [-1.8726, -0.7075, -1.1746], [-1.1307, -0.1824, 1.1555], [-1.6775, 1.2604, 0.3296], [0.4175, 1.8989, 0.9781], [0.9148, -1.0101, -0.7507]]
}

=====

The least stable of them is *1*.

=====

*1*
{
  "formula": "C19H20N2O4",
  "method": "the ωB97M-V functional and the def2-TZVPD basis",
  "orbital_gap_ev": 8.2,
  "e_homo_ev": -8.16,
  "total_charge": 0,
  "smiles": "CCOc1ccc(/C=C/C(=O)Nc2ccc(C(N)=O)cc2)cc1OC",
  "lumo_energy_ev": 0.0238,
  "elements": ["C", "C", "O", "C", "C", "C", "C", "C", "C", "O", "C", "H", "H", "H", "H", "C", "C", "C", "O", "N", "C", "C", "C", "C", "C", "C", "H", "H", "C", "O", "N", "H", "H", "H", "H", "H", "H", "H", "H", "H", "H", "H", "H", "H", "H"],
  "positions_angstrom": [[-4.4124, -2.4411, 5.0338], [-3.0779, -3.1762, 5.1108], [-1.9676, -2.3141, 4.9614], [-1.6623, -1.7851, 3.7385], [-2.2455, -2.2042, 2.5450], [-1.8747, -1.6817, 1.3239], [-0.8880, -0.7008, 1.2448], [-0.3074, -0.2746, 2.4386], [-0.6711, -0.7831, 3.6777], [0.0234, -0.2469, 4.7202], [-0.3972, -0.4247, 6.0546], [-1.4367, -0.1188, 6.1930], [0.2512, 0.2244, 6.6432], [-0.2766, -1.4578, 6.3858], [0.4572, 0.4874, 2.4331], [-0.4388, -0.1126, -0.0020], [-0.9592, -0.3287, -1.2162], [-0.5263, 0.3163, -2.4724], [-1.2954, 0.4869, -3.3965], [0.7981, 0.6769, -2.4963], [1.5158, 1.3141, -3.5032], [0.9246, 1.8068, -4.6656], [1.7030, 2.4350, -5.6153], [3.0785, 2.5739, -5.4474], [3.6636, 2.0929, -4.2788], [2.8907, 1.4753, -3.3181], [3.3518, 1.1136, -2.4087], [4.7203, 2.2260, -4.0964], [3.8518, 3.2629, -6.5166], [3.3663, 4.1005, -7.2479], [5.1577, 2.8970, -6.6192], [5.5278, 2.1007, -6.1336], [5.7000, 3.2975, -7.3666], [1.2541, 2.8307, -6.5135], [-0.1361, 1.6931, -4.8114], [1.3490, 0.4055, -1.6938], [-1.8322, -0.9509, -1.3450], [0.3840, 0.5843, 0.1151], [-2.3549, -2.0503, 0.4323], [-3.0031, -2.9710, 2.5610], [-2.9459, -3.6014, 6.1098], [-3.0372, -3.9958, 4.3834], [-5.2251, -3.1423, 5.2009], [-4.5443, -1.9725, 4.0615], [-4.4530, -1.6671, 5.7964]]
}

=====

*2*
{
  "formula": "C19H20N2O4",
  "method": "the ωB97M-V functional and the def2-TZVPD basis",
  "orbital_gap_ev": 8.8,
  "e_homo_ev": -8.41,
  "total_charge": 0,
  "smiles": "CCn1c(=O)cc(OCC(=O)NCc2ccc(C)o2)c2ccccc21",
  "lumo_energy_ev": 0.3520,
  "elements": ["C", "H", "H", "H", "C", "N", "C", "C", "C", "C", "C", "C", "C", "C", "C", "O", "H", "O", "C", "H", "H", "C", "O", "N", "H", "C", "C", "C", "C", "C", "O", "C", "H", "H", "H", "H", "H", "H", "H", "H", "H", "H", "H", "H", "H"],
  "positions_angstrom": [[5.7204, 0.8489, 1.0245], [6.5210, 0.8918, 1.7580], [5.9386, 0.0584, 0.3098], [5.6862, 1.7964, 0.4928], [4.3882, 0.6096, 1.7284], [3.2845, 0.5410, 0.7837], [3.0221, -0.6045, 0.0768], [3.7825, -1.7728, 0.2377], [3.4920, -2.9120, -0.4780], [2.4383, -2.9369, -1.3858], [1.6804, -1.8050, -1.5647], [1.9552, -0.6368, -0.8465], [1.1685, 0.5579, -1.0313], [1.4594, 1.6688, -0.3178], [2.5490, 1.7159, 0.6264], [2.8297, 2.7103, 1.2734], [0.8985, 2.5855, -0.4024], [0.1648, 0.4435, -1.9405], [-0.5830, 1.5950, -2.2611], [0.0654, 2.4321, -2.5425], [-1.1852, 1.3161, -3.1317], [-1.5409, 2.0639, -1.1569], [-1.9655, 3.1970, -1.1253], [-1.8519, 1.1069, -0.2652], [-1.5091, 0.1690, -0.4096], [-2.8009, 1.3228, 0.8117], [-4.0700, 0.5741, 0.5784], [-5.1988, 0.8973, -0.1120], [-6.0529, -0.2303, -0.0257], [-5.3848, -1.1652, 0.7071], [-4.1759, -0.6841, 1.0736], [-5.7609, -2.5372, 1.1383], [-6.7510, -2.7787, 0.7646], [-5.7627, -2.6066, 2.2255], [-5.0470, -3.2667, 0.7574], [-7.0311, -0.3284, -0.4496], [-5.3948, 1.8231, -0.6122], [-2.9985, 2.3968, 0.8355], [-2.3506, 1.0026, 1.7559], [0.8603, -1.7923, -2.2650], [2.2223, -3.8347, -1.9436], [4.0955, -3.7956, -0.3319], [4.6103, -1.7970, 0.9259], [4.4104, -0.2994, 2.3327], [4.1720, 1.4593, 2.3813]]
}

=====

The least stable of them is *1*.

=====

*1*
{
  "formula": "C2H5FSi",
  "method": "the ωB97M-V functional and the def2-TZVPD basis",
  "orbital_gap_ev": [8.1, 8.1],
  "e_homo_ev": [-8.36, -8.37],
  "total_charge": 0,
  "lumo_energy_ev": [-0.2518, -0.2539],
  "elements": ["C", "C", "F", "Si", "H", "H", "H", "H", "H"],
  "positions_angstrom": [[1.5017, -0.7342, -1.0289], [1.1698, -0.3163, 0.1583], [-1.7436, 2.1989, 0.8092], [-1.6403, 0.5929, 0.7072], [2.5028, -1.0961, -1.2651], [0.8106, -0.7488, -1.8556], [1.7690, -0.2509, 1.0437], [-2.2691, 0.2546, -0.5511], [-2.1009, 0.0999, 1.9823]]
}

=====

*2*
{
  "formula": "C2H5FSi",
  "method": "the ωB97M-V functional and the def2-TZVPD basis",
  "orbital_gap_ev": 11.1,
  "e_homo_ev": -10.02,
  "total_charge": 0,
  "smiles": "F/C=C/[SiH3]",
  "lumo_energy_ev": 1.0631,
  "elements": ["C", "C", "F", "Si", "H", "H", "H", "H", "H"],
  "positions_angstrom": [[1.5107, -0.1629, 0.2424], [0.5734, 0.5286, -0.3683], [2.8218, -0.0613, -0.0604], [-1.4661, 0.0006, -0.0674], [1.4175, -1.0131, 0.8188], [0.9616, 1.3843, -0.9948], [-1.6626, -0.4684, 1.3210], [-1.7425, -1.1886, -0.9410], [-2.4138, 0.9808, 0.0498]]
}

=====

*3*
{
  "formula": "C2H5FSi",
  "method": "the ωB97M-V functional and the def2-TZVPD basis",
  "orbital_gap_ev": 11.3,
  "e_homo_ev": -10.19,
  "total_charge": 0,
  "lumo_energy_ev": 1.1588,
  "elements": ["C", "C", "F", "Si", "H", "H", "H", "H", "H"],
  "positions_angstrom": [[-1.4732, -0.2106, 0.1749], [-0.4611, 0.3626, -0.4496], [-2.7883, -0.1166, -0.0864], [1.3074, 0.0190, -0.0506], [-1.2005, -1.0757, 1.3407], [-0.5546, 0.9205, -1.3182], [1.9314, -0.7336, -1.0243], [1.4599, -0.4672, 1.2812], [1.7789, 1.3016, 0.1322]]
}

=====

The least stable of them is *3*.

=====

*1*
{
  "formula": "C7H7BrINO3",
  "method": "the ωB97M-V functional and the def2-TZVPD basis",
  "orbital_gap_ev": [7.3, 7.3],
  "e_homo_ev": [-9.11, -9.10],
  "total_charge": 0,
  "lumo_energy_ev": [-1.8409, -1.8429],
  "elements": ["C", "C", "C", "C", "C", "C", "C", "N", "O", "O", "O", "Br", "I", "H", "H", "H", "H", "H", "H", "H"],
  "positions_angstrom": [[2.2140, -1.3173, 3.8211], [1.8537, -1.4699, 2.6819], [0.8723, 0.1963, 0.0352], [-1.5876, 0.2366, -0.6184], [-0.3939, 1.8350, -1.4096], [-1.8772, 1.4175, -1.5798], [1.4598, -1.6703, 1.3536], [-0.2017, 0.6602, -0.5824], [1.9973, 0.6068, -0.0150], [-2.2871, 1.0914, -2.8616], [0.5043, -0.9269, 0.8012], [0.0513, -3.8101, 1.8217], [2.9999, -2.3606, 0.0782], [2.5177, -1.1840, 4.8169], [-2.0770, 0.2776, 0.3554], [-1.7268, -0.7567, -1.0509], [0.2035, 1.8302, -2.3236], [-0.2266, 2.7714, -0.8737], [-2.6014, 2.1459, -1.2137], [-1.6945, 0.4269, -3.2365]]
}

=====

*2*
{
  "formula": "C7H7BrINO3",
  "method": "the ωB97M-V functional and the def2-TZVPD basis",
  "orbital_gap_ev": 9.2,
  "e_homo_ev": -9.50,
  "total_charge": 0,
  "lumo_energy_ev": -0.2748,
  "elements": ["C", "C", "C", "C", "C", "C", "C", "N", "O", "O", "O", "Br", "I", "H", "H", "H", "H", "H", "H", "H"],
  "positions_angstrom": [[-1.9239, 1.5753, -3.1068], [-1.9572, 0.4639, -2.7112], [0.1078, 0.3083, -0.7943], [-0.0002, -0.5670, 1.4823], [1.6780, 0.6836, 1.1055], [1.4131, -0.4309, 2.1236], [-1.6489, -0.7628, -2.0600], [0.3613, 0.4523, 0.4881], [0.5754, 0.8491, -1.7732], [1.4723, -0.1012, 3.4844], [-0.9906, -0.5839, -0.8700], [-0.7538, -2.1526, -3.1548], [-3.5645, -1.6115, -1.3239], [-2.1263, 2.6028, -3.5543], [-0.2437, -1.4676, 0.8739], [-0.9781, -0.2661, 1.9889], [1.7019, 1.5799, 1.6661], [2.5260, 0.6064, 0.5330], [1.9061, -1.3166, 1.9658], [2.4454, 0.1387, 3.6369]]
}

=====

The least stable of them is *1*.